The following is a quantum chemistry calculation of one molecule with the formula C2H4P2, from OMol25.

Summary:
Structure (SMILES)   P[C@H]1C=P1
Total charge   0
HOMO-LUMO gap   8.187 eV

Each line ends with the Mulliken charge.
Atoms and positions in Å:
P -1.5145 -0.7297 -0.1561  -0.0620
C 0.0480 0.5754 -0.3761  -0.4799
C 1.0104 0.6497 0.7186  -0.2406
P 1.7244 -0.1043 -0.5944  -0.0777
H -0.7329 -1.3604 0.8363  0.0322
H -1.1914 -1.6278 -1.2014  0.0365
H -0.2216 1.4024 -0.9221  0.4377
H 0.8775 1.1947 1.6952  0.3537

=====

The following is a quantum chemistry calculation of one molecule with the formula C2H4S, from OMol25.

Summary:
Total charge   0
HOMO-LUMO gap   8.049 eV

Each line ends with the Mulliken charge.
Atoms and positions in Å:
C 0.4835 -0.7384 0.8909  -0.5601
C -0.3173 0.7996 -0.9672  -0.5966
S -0.1707 -0.7557 -0.5652  0.1235
H 0.7111 -1.8232 1.2761  0.1918
H 0.5028 -0.0042 1.5576  0.3227
H -0.9718 0.9958 -1.8814  0.2253
H -0.2376 1.5260 -0.3108  0.2934

=====

The following is a quantum chemistry calculation of one molecule with the formula C2H4Si, from OMol25.

Summary:
Structure (SMILES)   C#C[SiH3]
Total charge   0
HOMO-LUMO gap   10.787 eV

Each line ends with the Mulliken charge.
Atoms and positions in Å:
C -0.8873 -0.4938 1.9181  0.2487
C -0.3110 -0.1496 0.9271  -0.8907
Si 0.4035 0.2658 -1.1591  0.5960
H -1.0034 -0.7958 2.9010  0.3572
H -0.4050 -0.2112 -2.2210  -0.0999
H 1.6294 -0.2717 -1.0055  -0.1072
H 0.5738 1.6561 -1.3606  -0.1041